Below is C20H26N2O2 as an isolated structure in a non-equilibrium geometry, with properties calculated with ωB97M-V/def2-TZVPD.

```
50
C20H26N2O2 (ωB97M-V/def2-TZVPD)
O -1.23 -2.70 -2.03
O -3.25 -0.77 2.62
N -0.83 -0.98 -0.60
N -3.79 -0.04 0.35
C 1.23 -0.96 0.26
C -3.91 -0.76 -1.04
C 3.54 -0.77 1.52
C -2.47 2.56 -1.24
C 4.87 -0.30 1.33
C 2.65 -0.59 0.14
C 3.30 -0.20 -0.89
C -3.25 -2.22 0.71
C -0.41 2.53 0.69
C 4.65 0.40 -1.00
C 5.44 -0.29 0.01
C -2.58 2.15 0.22
C -1.29 3.10 -1.21
C 0.42 -0.96 -1.02
C -3.52 -1.05 1.49
C -1.56 -2.01 -1.23
C -0.20 3.04 -0.63
C -1.42 1.79 1.16
C -3.09 -2.07 -0.77
C -3.94 1.21 0.61
H 4.69 1.38 -0.88
H 0.47 2.30 1.27
H 0.38 0.12 -1.06
H -1.73 1.47 2.21
H 0.72 3.27 -0.94
H -4.95 -0.99 -1.23
H -1.35 -0.56 0.13
H 2.66 0.13 -1.71
H -3.36 -0.06 -1.63
H 2.93 -0.56 2.23
H 1.18 -1.86 0.45
H 4.64 0.90 1.63
H -3.21 2.56 -1.72
H 5.62 -1.41 0.09
H 0.64 -1.56 -1.61
H 0.76 -0.33 1.36
H 5.03 -0.17 -2.07
H -4.30 -2.91 1.02
H -3.64 -3.05 -1.37
H 6.65 0.16 0.05
H -3.99 1.32 1.72
H 5.51 -0.60 2.33
H -2.39 -2.81 1.04
H 3.63 -1.96 1.70
H -4.62 1.51 0.08
H -1.31 3.61 -2.51
```

Summary:
- LUMO (hartree) = 0.0211
- energy above the lowest of the compared OMol25 structures with the same formula, charge and spin (kJ/mol) = 1960.07
- total charge = 0
- total energy (hartree) = -1037.0110
- maximum force (hartree/bohr) = 0.3810
- E_HOMO (eV) = -8.355
- gap between HOMO and LUMO (eV) = 8.9